1.
{
  "formula": "C10H16N2O5",
  "method": "the ωB97M-V functional and the def2-TZVPD basis",
  "lumo_ev": 0.564,
  "e_tot_ha": -876.4324,
  "orbital_gap_ev": 9.9,
  "e_above_lowest_kj_mol": 0.0,
  "smiles": "N[C@@H](CCC(=O)O)C(=O)N1CCC[C@H]1C(=O)O",
  "species": ["C", "H", "O", "H", "H", "O", "H", "H", "C", "N", "O", "H", "C", "N", "C", "C", "H", "O", "H", "C", "O", "H", "H", "C", "C", "H", "H", "H", "C", "H", "C", "H", "H"],
  "xyz": [[-1.70168, -1.39357, 0.53468], [0.91625, -0.55098, 1.07575], [5.75771, 0.29142, -0.59692], [-3.83429, -1.22808, -1.27940], [5.51346, 2.33485, 0.41614], [-2.24160, 1.90494, 1.11593], [-1.09827, -1.40146, 1.45482], [-2.51880, 0.66863, -1.85105], [-2.57561, 0.46246, -0.77960], [1.06955, -1.75624, -0.61583], [4.71865, 1.83351, 0.65813], [3.72797, -1.20191, -0.11593], [1.04884, -0.41711, -0.02213], [-1.39685, -0.22893, -0.30351], [3.55874, -0.19955, 0.30199], [4.80737, 0.62592, 0.05622], [-2.46331, 2.80218, 1.45714], [-0.09282, 1.38732, -1.16409], [1.31675, -1.72504, -1.59895], [-0.18701, 0.32713, -0.54770], [-3.49758, 2.68427, -0.56715], [-3.71527, -2.16883, 1.01242], [3.46373, -0.32131, 1.41129], [-2.81220, 1.80654, -0.08704], [2.30051, 0.44107, -0.27845], [-1.48055, -2.28767, -0.03950], [-4.69651, 0.00564, -0.30652], [2.17767, 1.44346, 0.13258], [-3.71607, -0.51727, -0.44417], [2.40718, 0.55573, -1.34928], [-3.20194, -1.23506, 0.80837], [-3.34959, -0.62713, 1.68995], [1.79555, -2.31495, -0.17817]],
  "lowdin_charge": [-0.129, 0.152, 0.109, 0.124, 0.129, 0.122, 0.123, 0.164, -0.191, 0.065, 0.099, 0.116, -0.300, -0.011, -0.106, -0.530, 0.151, 0.076, 0.092, -0.400, 0.106, 0.110, 0.141, -0.484, -0.149, 0.110, 0.137, 0.124, -0.105, 0.126, -0.151, 0.105, 0.074]
}

2.
{
  "formula": "C10H16N2O5",
  "method": "the ωB97M-V functional and the def2-TZVPD basis",
  "lumo_ev": 0.124,
  "e_tot_ha": -876.1794,
  "orbital_gap_ev": 9.1,
  "e_above_lowest_kj_mol": 664.1,
  "smiles": "O=C(O)CC[C@H](NC(=O)[C@@H]1CCCN1)C(=O)O",
  "species": ["H", "N", "C", "H", "O", "O", "H", "C", "H", "H", "H", "H", "C", "C", "O", "C", "O", "H", "C", "H", "C", "O", "H", "H", "C", "H", "H", "H", "N", "C", "H", "H", "C"],
  "xyz": [[0.23366, 1.16496, -1.43765], [-0.15841, 0.22137, 0.49637], [3.15725, -0.74635, -3.33899], [-1.75309, 2.68668, 3.37518], [-0.89996, -1.61690, -2.37602], [-2.24366, -0.19422, -1.14529], [1.19107, -1.69866, -1.46140], [-0.60723, 1.03196, 2.69579], [4.76883, -1.52417, -2.95685], [0.48588, 1.39297, 2.91918], [-1.35279, -0.63547, 5.45767], [0.04931, -1.08947, 2.90883], [1.44823, -0.51171, -1.37656], [-0.97792, -0.45977, 3.03441], [3.88418, -1.70525, -2.52565], [0.01423, 0.21470, -0.92469], [3.68670, -0.42618, -4.47501], [1.05418, -0.15773, -3.60784], [-1.84307, -0.59569, 4.43412], [-2.26963, -1.55548, 4.39302], [-1.05078, -0.73832, -1.45808], [-1.57004, 2.07183, 0.59201], [1.91882, 1.12351, -3.00137], [-3.36898, 0.61967, 3.51437], [-0.77575, 1.25350, 1.11161], [2.49332, -0.45665, -0.57828], [-3.08316, 1.00301, 5.25109], [-1.48977, -0.85133, 2.03942], [-1.60798, 1.64517, 3.68163], [-2.56352, 0.76445, 4.14085], [0.88378, 0.05852, 1.06047], [-2.11754, 0.63176, -0.71723], [1.84240, -0.01478, -2.81261]],
  "lowdin_charge": [0.157, 0.036, -0.337, 0.171, 0.056, 0.139, 0.150, -0.224, 0.127, 0.156, 0.116, 0.128, -0.134, -0.150, 0.012, -0.230, 0.001, 0.133, -0.110, 0.069, -0.383, 0.047, 0.145, 0.072, -0.420, 0.184, 0.165, 0.132, -0.059, -0.310, 0.237, 0.050, -0.128]
}

3.
{
  "formula": "C10H16N3",
  "method": "the ωB97M-V functional and the def2-TZVPD basis",
  "lumo_ev": -2.582,
  "e_tot_ha": -554.6018,
  "total_charge": 1,
  "orbital_gap_ev": 10.5,
  "e_above_lowest_kj_mol": 210.3,
  "smiles": "C1=N[C@@H]2C3=[NH+]CCN3CC[C@@H]2CC1",
  "species": ["H", "C", "C", "H", "H", "H", "H", "H", "H", "C", "H", "H", "C", "H", "C", "H", "C", "C", "N", "H", "N", "C", "H", "H", "C", "C", "N", "H", "H"],
  "xyz": [[0.34685, -0.89928, 1.97582], [-1.92649, 0.02735, 0.76355], [2.39439, 1.29931, -0.48286], [-2.98227, 0.00508, -1.53158], [1.48254, 1.31406, 2.92964], [2.58421, -0.06874, 2.27263], [-1.70369, -1.14367, -3.53303], [-1.74882, -2.67640, -2.70394], [3.46908, 2.07167, 1.30904], [0.69904, -0.10459, 1.37946], [-3.26124, -1.53333, -1.04722], [-2.56306, 0.98398, 0.61456], [-1.75008, -1.58092, -2.59544], [1.60716, -1.53136, 0.24877], [2.49659, 1.72043, 0.94488], [1.99701, 2.80660, 1.13019], [-0.67645, 0.72258, 1.40810], [-0.32849, -0.89092, -0.93357], [-1.53714, -0.67255, -0.43778], [-0.99863, 0.98065, 2.33714], [1.80370, 0.25631, -0.90337], [1.07695, -0.60684, -0.05334], [-0.34150, 1.59252, 0.92809], [-2.32536, -0.70871, 1.47028], [-2.55088, -0.93906, -1.40170], [1.81278, 0.73208, 1.96787], [-0.38119, -1.44359, -2.11115], [0.45528, -1.47583, -2.61252], [2.84969, 1.76319, -1.33251]],
  "lowdin_charge": [0.123, -0.088, -0.116, 0.122, 0.156, 0.141, 0.106, 0.143, 0.112, -0.271, 0.093, 0.170, -0.019, 0.164, -0.143, 0.163, -0.103, -0.098, -0.048, 0.084, 0.059, -0.158, 0.097, 0.139, -0.042, -0.150, 0.104, 0.147, 0.114]
}

4.
{
  "formula": "C10H16N3",
  "method": "the ωB97M-V functional and the def2-TZVPD basis",
  "lumo_ev": -4.360,
  "e_tot_ha": -554.6476,
  "total_charge": 1,
  "orbital_gap_ev": 9.4,
  "e_above_lowest_kj_mol": 90.2,
  "smiles": "[H]/N=C(\\C)C[n+]1ccc(CCC)cn1",
  "species": ["C", "H", "H", "H", "H", "H", "H", "H", "H", "H", "C", "H", "N", "C", "C", "C", "C", "H", "C", "N", "C", "H", "H", "N", "C", "H", "C", "H", "H"],
  "xyz": [[-4.63034, -0.49569, -0.63911], [-4.93652, -1.43234, -1.10784], [-0.44234, 0.10686, -2.47693], [4.32854, 2.94043, 1.50902], [-4.73335, -0.61509, 0.44048], [3.79473, 1.88758, 2.83366], [-2.28354, -1.72341, -2.16605], [-5.32098, 0.28446, -0.95506], [-3.16926, 0.42240, -1.94781], [-2.69542, -2.18750, -0.50122], [-0.07360, -0.27270, -1.53211], [-0.85471, -2.18235, 1.12828], [1.14389, 0.08142, -1.22504], [-0.88826, -1.08786, -0.72049], [2.85004, 1.50505, 0.97233], [2.95847, 0.16739, 0.24703], [0.96579, -1.14560, 0.74491], [4.91438, 1.27327, 1.60471], [-2.29248, -1.39102, -1.12603], [1.76137, 2.13612, 0.85340], [-0.31550, -1.53820, 0.44751], [3.47322, -0.55970, 0.87403], [1.77747, 3.01899, 1.36351], [1.63298, -0.35735, -0.08435], [-3.19215, -0.13314, -1.00853], [-2.77753, 0.53900, -0.25243], [4.05434, 1.91877, 1.77455], [3.47943, 0.29111, -0.70133], [1.47133, -1.45090, 1.65090]],
  "lowdin_charge": [-0.096, 0.079, 0.146, 0.094, 0.080, 0.096, 0.135, 0.079, 0.111, 0.122, -0.005, 0.141, 0.172, -0.155, -0.396, -0.059, 0.027, 0.082, -0.141, 0.164, 0.057, 0.134, 0.079, -0.103, -0.233, 0.113, -0.022, 0.146, 0.156]
}

5.
{
  "formula": "C10H16NP",
  "method": "the ωB97M-V functional and the def2-TZVPD basis",
  "lumo_ev": 0.786,
  "e_tot_ha": -786.6102,
  "orbital_gap_ev": 8.2,
  "e_above_lowest_kj_mol": 254.1,
  "smiles": "CN(C)c1ccccc1P(C)C",
  "species": ["H", "H", "C", "P", "C", "N", "C", "H", "C", "C", "H", "H", "H", "H", "H", "H", "H", "C", "C", "H", "H", "H", "H", "C", "C", "C", "H", "H"],
  "xyz": [[3.50479, 0.89427, -1.28147], [-2.53192, -2.74866, 0.32982], [-0.92354, -1.88664, -1.28099], [1.81479, -0.65599, -0.47839], [0.54073, 0.65654, -0.12151], [-1.47594, -1.11654, -0.19498], [-2.05808, 1.33836, -0.04998], [-3.59608, -1.27242, -0.00845], [0.76860, 2.00670, -0.17602], [-2.62684, -1.65893, 0.45060], [-0.68809, -2.79946, -0.78684], [-3.20421, 1.16919, -0.13650], [-1.79361, -2.03972, -2.00382], [1.44467, -0.59300, 1.92946], [4.13022, -0.53251, -0.18066], [1.78033, 2.49222, -0.23069], [-2.43630, 3.50303, 0.15766], [1.90448, -1.29553, 1.23837], [3.43818, 0.28957, -0.35124], [3.16222, 0.90032, 0.46723], [2.87216, -1.62597, 1.51771], [1.35368, -2.17666, 1.51793], [-0.07874, -1.33396, -1.66852], [-1.22097, 0.23112, -0.14676], [-1.56256, 2.69394, -0.00624], [-0.20225, 2.99730, -0.00020], [0.19588, 3.95400, 0.07594], [-2.51160, -1.39058, 1.41852]],
  "lowdin_charge": [0.045, 0.094, -0.102, 0.882, -0.232, -0.277, -0.084, 0.109, -0.181, -0.068, 0.071, 0.123, 0.115, 0.044, 0.030, 0.107, 0.139, -0.307, -0.288, -0.002, 0.017, 0.022, -0.004, -0.135, -0.105, -0.137, 0.070, 0.052]
}

6.
{
  "formula": "C10H16NS",
  "method": "the ωB97M-V functional and the def2-TZVPD basis",
  "lumo_ev": -3.835,
  "e_tot_ha": -843.2948,
  "total_charge": 1,
  "orbital_gap_ev": 7.1,
  "e_above_lowest_kj_mol": 0.0,
  "species": ["H", "H", "H", "S", "C", "H", "H", "C", "C", "C", "C", "H", "H", "H", "H", "C", "H", "C", "C", "H", "N", "C", "C", "H", "H", "H", "H", "H"],
  "xyz": [[1.13051, 0.85559, 1.13552], [2.08134, 1.91531, -2.96864], [0.46800, -2.23803, 2.05673], [0.39016, -2.43132, -2.12250], [0.06413, -0.70387, -1.94091], [3.00019, -0.42868, -3.64165], [-2.46300, -0.03492, 1.18673], [-1.04417, -0.26427, -1.33508], [-0.56636, 1.99502, 1.56894], [-0.36007, -0.44081, 1.34167], [1.16110, 0.07757, -2.52424], [-1.89592, -0.44750, 2.78572], [-0.58139, 2.22411, 2.63729], [0.22649, -2.21499, 0.33029], [1.57132, -1.30265, 1.02826], [0.53483, -1.59488, 1.17854], [-2.04689, -1.71316, 1.56489], [1.87636, -2.10691, -2.97559], [2.14057, -0.80631, -3.12062], [2.44711, -2.94442, -3.32924], [0.13978, 0.76254, 1.33093], [-1.76902, -0.67653, 1.72526], [1.25146, 1.41352, -2.50310], [-1.59484, 1.93364, 1.21997], [-1.26944, 0.78556, -1.27878], [-1.81454, -0.95098, -1.03820], [0.50225, 2.03614, -2.05109], [-0.05951, 2.80731, 1.05360]],
  "lowdin_charge": [0.171, 0.076, 0.119, 1.009, -0.531, 0.120, 0.094, -0.028, -0.016, -0.315, -0.332, 0.121, 0.113, 0.036, 0.106, -0.008, 0.106, -0.354, -0.134, 0.079, 0.058, 0.000, 0.106, 0.094, 0.074, 0.071, 0.059, 0.105]
}